Record 1
Below is an isolated molecule of CH3NOP2S at a distorted geometry, with properties calculated with ωB97M-V/def2-TZVPD.

Its spin multiplicity is 1. As for the energy relative to the best compared isomer or geometry (same formula, charge and spin): 3.121 eV. The value obtained for the orbital gap (spin up / spin down) is 8.663 / 5.373 eV.

Last columns: bonded neighbours and bond lengths (Å).
Geometry (Å):
1 C -0.39 0.80 -0.33  N2 1.383, S6 1.824, H7 1.097, H8 1.095
2 N -0.87 -0.27 -1.07  C1 1.383, P4 1.506
3 O -0.91 -2.88 -0.25  P4 1.735, P5 1.588
4 P -1.27 -1.67 -1.44  N2 1.506, O3 1.735
5 P -0.39 -3.29 1.20  O3 1.588, H9 1.420
6 S -0.08 0.46 1.43  C1 1.824
7 H 0.55 1.14 -0.77  C1 1.097
8 H -1.11 1.62 -0.38  C1 1.095
9 H 0.77 -2.48 1.24  P5 1.420

***

Record 2
Below is an isolated molecule of C2H4N2O at a distorted geometry, with properties calculated with ωB97M-V/def2-TZVPD.

Its spin multiplicity is 1. As for the energy relative to the best compared isomer or geometry (same formula, charge and spin): 4.589 eV. The value obtained for the orbital gap is 10.036 eV.

Last columns: bonded neighbours and bond lengths (Å).
Geometry (Å):
1 C -0.25 -0.92 -1.03  N3 1.413, N4 1.357, H6 1.062
2 C 0.10 1.08 0.55  N4 1.429, H7 1.095, H8 1.088, H9 1.088
3 N -0.16 -2.14 -0.33  C1 1.413, O5 1.410
4 N 0.29 -0.22 0.00  C1 1.357, C2 1.429, O5 1.397
5 O 0.31 -1.39 0.77  N3 1.410, N4 1.397
6 H -0.48 -0.66 -2.04  C1 1.062
7 H -0.92 1.22 0.92  C2 1.095
8 H 0.80 1.20 1.38  C2 1.088
9 H 0.32 1.82 -0.22  C2 1.088

***

Record 3
Below is an isolated molecule of C3H4N4O at a distorted geometry, with properties calculated with ωB97M-V/def2-TZVPD.

Its spin multiplicity is 1. As for the energy relative to the best compared isomer or geometry (same formula, charge and spin): 2.812 eV. The value obtained for the orbital gap is 8.188 eV.

Last columns: bonded neighbours and bond lengths (Å).
Geometry (Å):
1 C -0.75 -0.30 -0.09  C2 1.379, N9 1.404, O12 1.340
2 C 0.17 -0.12 0.91  C1 1.379, H5 1.060, N10 1.345
3 C 0.94 0.62 -1.06  N10 1.432, N11 1.295, O12 1.325
4 H -3.34 -1.75 0.88  N8 1.029
5 H 0.19 -0.21 1.97  C2 1.060
6 H 1.98 0.87 0.91  N10 1.021
7 H 2.59 1.43 -1.58  N11 1.031
8 N -2.44 -1.28 1.03  H4 1.029, N9 1.216
9 N -2.01 -0.92 -0.05  C1 1.404, N8 1.216
10 N 1.22 0.50 0.34  C2 1.345, C3 1.432, H6 1.021
11 N 1.70 1.10 -1.99  C3 1.295, H7 1.031
12 O -0.25 0.07 -1.28  C1 1.340, C3 1.325

***

The records above yield E values of -1250.704892; -263.194613; -410.899965 Ha, respectively.